{
  "formula": "C37H96F5N7O19S3",
  "method": "ωB97M-V/def2-TZVPD",
  "orbital_gap_ev": 8.924,
  "total_charge": 4,
  "total_energy_ha": -4972.63740,
  "e_above_lowest_ev": 0.000,
  "symbols": ["C", "O", "C", "C", "N", "H", "H", "C", "C", "O", "C", "H", "H", "H", "H", "H", "H", "H", "H", "H", "H", "H", "H", "H", "H", "C", "O", "C", "C", "N", "H", "H", "C", "C", "O", "C", "H", "H", "H", "H", "H", "H", "H", "H", "H", "H", "H", "H", "H", "H", "C", "O", "C", "C", "N", "H", "H", "C", "C", "O", "C", "H", "H", "H", "H", "H", "H", "H", "H", "H", "H", "H", "H", "H", "H", "C", "O", "C", "C", "N", "H", "H", "C", "C", "O", "C", "H", "H", "H", "H", "H", "H", "H", "H", "H", "H", "H", "H", "H", "H", "C", "O", "C", "C", "N", "H", "H", "C", "C", "O", "C", "H", "H", "H", "H", "H", "H", "H", "H", "H", "H", "H", "H", "H", "H", "C", "O", "C", "C", "N", "H", "H", "C", "C", "O", "C", "H", "H", "H", "H", "H", "H", "H", "H", "H", "H", "H", "H", "H", "H", "N", "S", "O", "O", "F", "S", "O", "O", "F", "C", "F", "F", "F", "S", "O", "O", "O"],
  "positions_angstrom": [[17.644, 17.466, 19.661], [16.601, 16.971, 18.860], [15.327, 17.150, 19.413], [14.346, 16.291, 18.602], [14.624, 14.799, 18.737], [15.204, 14.697, 19.590], [13.700, 14.324, 18.732], [15.496, 14.276, 17.596], [16.266, 13.021, 18.105], [16.775, 13.355, 19.427], [17.775, 12.408, 19.791], [17.491, 18.532, 19.932], [18.520, 17.413, 19.006], [17.572, 16.957, 20.605], [14.971, 18.219, 19.348], [15.312, 16.851, 20.439], [14.253, 16.557, 17.544], [13.387, 16.433, 19.076], [16.089, 15.078, 17.305], [14.815, 14.043, 16.799], [17.129, 12.805, 17.452], [15.634, 12.166, 18.135], [18.601, 12.379, 19.077], [17.375, 11.407, 19.996], [18.250, 12.841, 20.663], [12.114, 7.621, 13.720], [12.400, 8.303, 12.527], [13.775, 8.353, 12.197], [13.886, 9.195, 10.899], [13.261, 10.553, 11.004], [12.188, 10.593, 11.359], [13.845, 11.120, 11.688], [13.327, 11.241, 9.679], [12.300, 12.418, 9.668], [11.149, 12.116, 10.439], [9.979, 12.272, 9.635], [11.161, 7.887, 14.096], [12.861, 7.857, 14.556], [12.099, 6.544, 13.631], [14.173, 7.361, 12.036], [14.266, 8.761, 13.037], [13.381, 8.696, 10.020], [14.982, 9.282, 10.760], [12.967, 10.531, 8.965], [14.382, 11.559, 9.412], [12.009, 12.628, 8.630], [12.755, 13.318, 10.018], [9.979, 11.547, 8.854], [10.001, 13.223, 9.098], [9.112, 12.223, 10.254], [19.236, 8.309, 15.333], [19.133, 6.902, 15.180], [18.820, 6.633, 13.849], [18.306, 5.190, 13.827], [19.329, 4.304, 14.467], [19.881, 4.886, 15.127], [18.923, 3.484, 14.897], [20.286, 3.927, 13.384], [21.640, 3.634, 13.915], [21.908, 4.819, 14.590], [22.982, 4.720, 15.516], [20.045, 8.858, 14.804], [19.562, 8.451, 16.334], [18.287, 8.836, 15.064], [19.695, 6.749, 13.162], [18.057, 7.376, 13.490], [18.080, 4.938, 12.766], [17.298, 5.196, 14.279], [20.417, 4.825, 12.750], [19.823, 3.130, 12.821], [22.314, 3.478, 13.045], [21.620, 2.779, 14.584], [22.584, 5.336, 16.348], [23.869, 5.073, 14.988], [23.109, 3.656, 15.878], [26.348, 17.408, 11.432], [25.347, 16.488, 11.809], [24.599, 16.866, 12.941], [23.601, 15.700, 12.974], [22.953, 15.666, 11.654], [22.442, 16.526, 11.491], [23.640, 15.749, 10.935], [22.090, 14.486, 11.308], [20.685, 14.590, 11.987], [20.899, 14.291, 13.362], [19.664, 14.415, 14.163], [26.008, 18.475, 11.535], [26.632, 17.069, 10.445], [27.227, 17.233, 12.086], [24.192, 17.805, 12.777], [25.115, 17.002, 13.895], [22.783, 15.872, 13.684], [24.018, 14.706, 13.196], [22.539, 13.541, 11.532], [22.096, 14.596, 10.267], [20.000, 13.897, 11.559], [20.269, 15.555, 11.818], [18.942, 13.680, 13.880], [19.431, 15.421, 14.086], [20.020, 14.353, 15.198], [10.283, 15.218, 17.057], [11.195, 16.010, 16.268], [10.593, 16.964, 15.388], [10.123, 16.283, 14.110], [11.311, 15.848, 13.388], [11.897, 16.673, 13.263], [11.903, 15.244, 13.992], [11.006, 15.429, 11.991], [10.449, 16.568, 11.186], [11.161, 17.716, 11.567], [10.774, 18.955, 11.023], [9.378, 15.822, 17.367], [10.716, 14.916, 18.013], [9.996, 14.318, 16.542], [11.445, 17.618, 15.026], [9.825, 17.661, 15.806], [9.427, 16.854, 13.531], [9.510, 15.416, 14.292], [10.361, 14.577, 11.995], [12.019, 15.193, 11.549], [9.390, 16.736, 11.256], [10.620, 16.485, 10.119], [9.829, 19.382, 11.467], [10.753, 18.868, 9.955], [11.551, 19.656, 11.273], [10.716, 13.610, 22.190], [10.740, 14.583, 23.229], [10.287, 14.141, 24.495], [10.636, 15.198, 25.521], [10.047, 16.522, 25.004], [10.491, 16.674, 24.085], [9.046, 16.396, 24.951], [10.463, 17.689, 25.825], [9.961, 18.966, 25.256], [10.231, 18.967, 23.908], [9.916, 20.256, 23.442], [9.808, 13.002, 22.162], [11.590, 12.968, 22.290], [10.619, 14.176, 21.274], [10.584, 13.111, 24.753], [9.226, 14.135, 24.405], [11.684, 15.377, 25.730], [10.179, 14.909, 26.430], [11.545, 17.632, 25.881], [10.106, 17.553, 26.810], [10.563, 19.833, 25.697], [8.924, 19.203, 25.449], [10.431, 21.052, 24.005], [8.810, 20.439, 23.513], [10.190, 20.313, 22.367], [13.650, 13.180, 13.736], [14.521, 14.456, 14.097], [15.837, 14.215, 14.509], [13.769, 15.442, 14.817], [14.570, 15.091, 12.689], [12.979, 12.386, 14.785], [13.461, 12.391, 16.146], [12.262, 11.320, 14.177], [11.721, 13.460, 14.970], [18.263, 10.599, 11.618], [18.876, 11.797, 11.817], [17.925, 10.454, 10.358], [19.102, 9.599, 11.881], [16.745, 10.488, 12.656], [17.109, 11.088, 13.932], [15.882, 11.287, 11.753], [16.479, 9.055, 12.742]],
  "atomic_forces_ev_per_a": [[-0.43, 1.41, -0.32], [-0.78, -0.04, -0.58], [-0.31, 0.41, -1.88], [-0.23, 0.14, 0.62], [0.39, 0.98, -0.71], [-0.64, -0.62, -0.12], [1.11, -0.04, 0.41], [-0.94, -1.98, 1.18], [0.74, 2.10, 0.18], [-0.37, -0.72, -1.39], [0.46, 0.63, 0.70], [0.00, -0.25, -0.42], [0.18, -0.37, 0.91], [1.03, -0.66, 0.47], [0.36, -0.84, 0.09], [-0.05, -0.25, 1.01], [0.25, -0.15, 0.22], [-0.49, 0.14, -0.06], [1.35, 1.21, -0.29], [-0.06, -0.25, -0.18], [-0.48, 0.17, -0.03], [-0.64, -0.81, 0.12], [-0.31, -0.20, -0.47], [0.03, 0.26, -0.12], [-0.15, -0.29, 0.51], [1.73, 0.08, 1.37], [-0.57, -0.08, -0.24], [-1.94, 0.42, -1.02], [0.08, -1.41, 0.35], [-0.87, 1.00, 1.39], [2.89, -0.50, -0.90], [-0.56, -0.69, -0.62], [-0.34, 1.13, 0.14], [0.57, -0.58, -0.52], [0.19, 0.10, -0.26], [0.54, 0.64, -0.16], [-1.01, 0.61, 0.07], [-0.73, -0.07, -1.10], [0.23, -0.50, -0.45], [0.27, -0.36, -0.35], [0.94, 0.76, 0.65], [0.64, 0.35, 1.11], [-0.80, 0.41, -0.44], [0.04, -0.58, -0.51], [-1.28, -0.41, 0.60], [0.23, -0.25, 0.12], [0.38, 0.68, 0.60], [-0.29, -0.95, -0.45], [-0.07, 0.33, 0.30], [-0.49, -0.22, 0.40], [0.10, 1.16, 0.03], [0.48, 0.76, -0.43], [-0.35, -0.10, -0.97], [-1.72, 1.47, -1.00], [0.02, 0.92, -1.07], [-0.34, -0.27, 0.14], [-0.05, -0.12, 0.33], [-0.26, 0.10, -1.15], [-0.09, 0.02, -0.75], [0.14, -0.15, 0.36], [-0.62, -0.39, 0.71], [-0.25, -1.00, -0.61], [-0.43, 0.26, 1.19], [0.56, -0.52, 0.47], [-0.29, 0.01, 0.56], [0.31, -0.97, 0.08], [0.66, -0.43, 0.71], [0.82, -0.47, 0.56], [-0.38, -0.56, 0.25], [0.02, -0.22, -0.27], [-0.16, -0.22, 0.59], [0.33, -0.33, 0.13], [1.22, -0.16, -0.22], [0.24, 0.08, 0.68], [0.00, 1.14, -0.38], [0.93, 0.10, 0.74], [0.07, 0.28, 0.34], [0.51, -2.76, 0.04], [-0.72, 0.87, 1.50], [-0.63, -0.67, 0.06], [-0.61, 0.19, 0.36], [1.46, -0.22, -0.43], [-1.54, 0.89, 1.13], [2.06, -0.83, 0.48], [-0.78, 0.08, -0.03], [3.09, -0.67, 0.22], [0.29, -0.94, -0.47], [0.09, 0.66, -0.38], [-0.33, 0.43, -0.25], [-1.51, 1.92, -0.51], [0.55, -0.62, -0.08], [0.32, -0.13, 0.00], [0.18, 0.60, -0.27], [0.63, -0.23, 0.51], [-0.87, -0.35, -1.74], [-0.44, -0.80, -0.58], [-0.36, 1.23, 0.08], [-0.63, -0.27, -0.08], [-1.51, 1.90, -0.49], [-0.26, -0.69, -0.21], [-0.94, 1.38, 0.27], [-0.67, 0.48, 0.58], [0.85, 0.55, -0.54], [-0.86, -0.46, 1.44], [0.07, 0.85, -0.71], [0.09, 0.33, -0.09], [-0.50, -0.42, -0.39], [2.26, -0.56, -0.64], [0.08, 1.48, -0.68], [0.58, -0.07, 1.39], [-0.67, 0.54, 0.61], [0.76, -0.57, -0.60], [0.59, 0.14, -0.23], [-0.24, -0.30, -0.34], [-0.79, -0.43, 0.82], [0.45, -0.91, 0.11], [0.33, 0.99, -0.67], [0.05, -0.73, 0.52], [-0.22, -0.66, 0.00], [-1.15, -0.18, 0.46], [-0.79, -0.10, 0.54], [0.10, -0.92, -0.36], [0.62, -0.76, -0.60], [-0.44, 0.16, -0.74], [0.37, 0.20, 0.11], [-0.54, 0.14, 0.24], [0.43, 0.09, 0.14], [0.46, 0.09, -0.64], [-0.06, 0.26, -1.06], [1.69, -1.01, 0.51], [-0.86, -0.18, -0.10], [-0.40, 0.33, -0.40], [0.10, -0.32, 0.20], [1.50, 1.62, 0.98], [0.10, -0.02, -0.83], [-0.89, 0.86, -1.69], [-0.06, -0.13, 0.59], [0.04, -0.02, -0.42], [0.71, 0.05, -0.36], [0.34, 0.47, 0.09], [-1.31, -0.34, 0.31], [0.22, -0.10, -0.36], [-0.66, 0.13, 1.09], [0.16, 0.22, -0.23], [-0.48, -0.21, 1.15], [-0.76, -1.13, 0.10], [-0.60, -0.29, 0.23], [0.00, -0.36, -0.15], [0.85, -0.12, 0.02], [-0.10, 0.00, 0.76], [3.59, 2.03, -2.68], [-1.04, 0.27, -0.08], [1.27, -0.42, 0.21], [-0.38, 0.13, 0.55], [0.29, -0.12, -0.97], [-4.39, -0.31, 2.64], [0.42, -0.60, -1.11], [0.87, -0.95, 0.50], [-0.48, -0.10, 0.52], [-0.35, -0.19, 0.83], [-0.02, -0.71, -0.37], [0.03, 0.45, -1.04], [0.74, 0.10, 0.51], [0.46, 0.67, 0.06], [-0.43, -0.12, -0.78], [-0.14, -0.77, 1.37], [-0.01, 0.73, -0.40]]
}



{
  "formula": "C32H26AuF6N2O3",
  "method": "ωB97M-V/def2-TZVPD",
  "orbital_gap_ev": 5.690,
  "total_charge": -1,
  "total_energy_ha": -2305.18793,
  "e_above_lowest_ev": 1.694,
  "symbols": ["Au", "O", "C", "O", "C", "C", "C", "C", "C", "C", "N", "C", "C", "C", "C", "C", "C", "N", "H", "H", "H", "H", "H", "H", "H", "H", "H", "H", "C", "C", "C", "C", "C", "C", "C", "C", "C", "C", "C", "C", "C", "C", "H", "H", "H", "H", "H", "H", "H", "H", "H", "H", "H", "C", "H", "H", "C", "C", "O", "C", "F", "F", "F", "C", "F", "F", "F", "H", "H", "H"],
  "positions_angstrom": [[0.430, 0.866, 0.593], [7.064, 4.444, 0.376], [5.717, 4.533, 0.196], [5.236, 5.615, 0.000], [4.943, 3.261, 0.257], [3.555, 3.343, 0.335], [2.696, 2.234, 0.362], [3.367, 1.011, 0.332], [4.758, 0.867, 0.273], [5.549, 1.997, 0.227], [2.475, -0.121, 0.299], [2.888, -1.305, 0.162], [2.004, -2.475, 0.020], [2.594, -3.725, -0.161], [1.780, -4.829, -0.348], [0.411, -4.647, -0.357], [-0.085, -3.362, -0.170], [0.682, -2.299, 0.022], [7.295, 3.533, 0.586], [3.140, 4.346, 0.378], [1.151, 2.719, -0.934], [5.252, -0.096, 0.242], [6.622, 1.860, 0.134], [3.948, -1.542, 0.088], [3.672, -3.822, -0.162], [2.209, -5.812, -0.492], [-0.268, -5.476, -0.508], [-1.154, -3.177, -0.174], [-5.797, 4.192, 2.081], [-4.643, 4.961, 2.130], [-3.406, 4.372, 1.923], [-3.276, 3.006, 1.650], [-4.450, 2.244, 1.622], [-5.688, 2.831, 1.831], [-1.914, 2.463, 1.451], [-1.526, 1.366, 0.776], [-2.469, 0.530, 0.005], [-2.875, 0.933, -1.268], [-3.711, 0.138, -2.036], [-4.156, -1.080, -1.543], [-3.752, -1.490, -0.279], [-2.914, -0.705, 0.504], [-6.768, 4.646, 2.242], [-4.705, 6.024, 2.331], [-2.507, 4.978, 1.963], [-4.396, 1.181, 1.438], [-6.579, 2.214, 1.801], [-1.142, 3.081, 1.901], [-2.500, 1.874, -1.653], [-4.009, 0.470, -3.024], [-4.810, -1.709, -2.136], [-4.103, -2.439, 0.118], [-1.406, -1.188, 1.940], [-2.497, -1.137, 1.880], [-2.800, -0.404, 2.632], [-2.935, -2.104, 2.142], [2.300, 4.395, -2.647], [1.233, 3.322, -2.841], [0.550, 2.988, -1.681], [0.132, 3.870, -3.778], [0.642, 4.341, -4.939], [-0.502, 4.896, -3.190], [-0.790, 2.950, -4.092], [1.874, 2.056, -3.461], [1.026, 1.028, -3.530], [2.926, 1.659, -2.725], [2.338, 2.286, -4.712], [1.827, 5.282, -2.230], [2.789, 4.651, -3.586], [3.045, 4.035, -1.943]],
  "atomic_forces_ev_per_a": [[-0.02, -0.25, 0.02], [0.03, -0.01, 0.02], [0.03, 0.05, -0.03], [-0.03, 0.02, -0.03], [0.04, -0.13, 0.04], [-0.08, 0.14, 0.26], [0.16, -0.09, -0.27], [0.00, -0.23, -0.06], [-0.03, 0.15, 0.05], [-0.12, 0.05, -0.01], [0.09, 0.57, 0.13], [-0.10, -0.25, -0.08], [-0.13, -0.18, -0.03], [-0.05, 0.03, 0.01], [0.10, -0.03, -0.01], [-0.07, -0.05, 0.00], [-0.04, 0.12, 0.06], [0.09, -0.06, -0.02], [0.01, -0.03, 0.03], [0.02, -0.01, -0.03], [0.11, 0.06, -0.06], [-0.03, -0.05, 0.01], [0.01, 0.04, -0.01], [0.12, 0.04, -0.01], [0.02, 0.01, 0.01], [0.01, 0.00, 0.00], [0.00, 0.01, 0.00], [-0.05, 0.04, 0.00], [-0.01, -0.01, 0.00], [0.02, 0.01, 0.00], [0.01, -0.01, 0.00], [-0.03, 0.02, -0.02], [0.03, 0.02, -0.01], [-0.02, 0.01, 0.00], [-0.05, -0.14, -0.02], [-0.06, 0.32, 0.14], [0.06, -0.07, -0.01], [0.06, 0.00, 0.00], [-0.01, -0.01, 0.01], [-0.01, -0.01, -0.04], [0.00, 0.00, 0.04], [-0.04, -0.02, 0.03], [0.00, 0.00, 0.00], [0.00, 0.00, 0.00], [0.00, 0.00, 0.00], [0.00, 0.00, -0.01], [0.00, 0.00, 0.00], [0.01, -0.01, 0.01], [-0.02, -0.02, 0.01], [-0.01, 0.00, 0.00], [0.00, 0.00, 0.00], [-0.01, 0.00, 0.00], [0.03, -0.05, -0.01], [-0.01, -0.03, -0.02], [-0.03, 0.01, 0.00], [0.06, 0.02, -0.01], [-0.01, 0.00, -0.03], [-0.05, 0.00, -0.02], [0.01, 0.02, 0.00], [0.00, 0.05, -0.01], [-0.09, -0.07, 0.12], [0.05, -0.11, -0.09], [0.08, 0.12, 0.01], [-0.06, 0.00, -0.04], [0.09, 0.06, -0.02], [-0.06, 0.00, -0.05], [-0.01, -0.06, 0.11], [0.01, 0.00, 0.01], [-0.02, -0.01, -0.01], [0.00, 0.01, -0.03]]
}



{
  "formula": "C2H7NS",
  "method": "ωB97M-V/def2-TZVPD",
  "orbital_gap_ev": 9.245,
  "total_energy_ha": -533.27846,
  "smiles": "C=CN.S",
  "e_above_lowest_ev": 1.415,
  "symbols": ["S", "H", "C", "C", "N", "H", "H", "H", "H", "H", "H"],
  "positions_angstrom": [[1.965, -0.948, 0.356], [0.784, -0.790, 1.042], [-1.589, 0.256, -0.153], [-1.845, 0.458, -1.469], [-0.895, 1.128, 0.660], [-2.019, -0.618, 0.337], [-1.922, -0.405, -2.119], [-2.189, 1.380, -1.919], [-0.403, 1.822, 0.117], [-1.376, 1.492, 1.470], [2.526, 0.234, 0.742]],
  "atomic_forces_ev_per_a": [[-0.28, 0.30, 0.41], [0.88, 0.19, -0.41], [-0.91, -0.05, -1.09], [-0.24, -0.69, 0.48], [-0.28, 0.55, 0.09], [0.89, -0.40, -0.03], [-0.77, -0.15, 0.21], [1.24, 0.53, 0.04], [-0.15, 0.26, 0.18], [0.11, -0.01, 0.14], [-0.49, -0.51, -0.03]]
}



Please write out number 3 again, unchanged.
{
  "formula": "C2H7NS",
  "method": "ωB97M-V/def2-TZVPD",
  "orbital_gap_ev": 9.245,
  "total_energy_ha": -533.27846,
  "smiles": "C=CN.S",
  "e_above_lowest_ev": 1.415,
  "symbols": ["S", "H", "C", "C", "N", "H", "H", "H", "H", "H", "H"],
  "positions_angstrom": [[1.965, -0.948, 0.356], [0.784, -0.790, 1.042], [-1.589, 0.256, -0.153], [-1.845, 0.458, -1.469], [-0.895, 1.128, 0.660], [-2.019, -0.618, 0.337], [-1.922, -0.405, -2.119], [-2.189, 1.380, -1.919], [-0.403, 1.822, 0.117], [-1.376, 1.492, 1.470], [2.526, 0.234, 0.742]],
  "atomic_forces_ev_per_a": [[-0.28, 0.30, 0.41], [0.88, 0.19, -0.41], [-0.91, -0.05, -1.09], [-0.24, -0.69, 0.48], [-0.28, 0.55, 0.09], [0.89, -0.40, -0.03], [-0.77, -0.15, 0.21], [1.24, 0.53, 0.04], [-0.15, 0.26, 0.18], [0.11, -0.01, 0.14], [-0.49, -0.51, -0.03]]
}